The following is a quantum chemistry calculation of a 11-piece molecular cluster, C8H38O11 overall, from the OMol25 dataset.

```
! RIJCOSX wB97M-V def2-TZVPD def2/J DEFGRID3
* xyz 0 1
C -4.46 4.29 1.71
C -3.63 5.67 1.90
O -4.60 6.59 2.27
H -3.87 3.50 1.24
H -5.35 4.48 1.12
H -4.71 3.90 2.69
H -3.15 5.94 0.96
H -2.86 5.70 2.66
H -4.74 7.15 1.51
C 0.26 2.14 6.44
C 0.14 3.27 7.47
O 1.23 3.29 8.30
H 1.30 2.05 6.12
H -0.39 2.36 5.60
H -0.05 1.19 6.89
H -0.80 3.17 8.01
H 0.23 4.26 7.01
H 1.09 3.93 9.00
C -0.33 3.88 -4.22
C -1.80 3.61 -4.57
O -2.09 4.07 -5.89
H -0.01 3.37 -3.31
H -0.19 4.95 -4.04
H 0.36 3.61 -5.01
H -2.31 4.29 -3.88
H -2.08 2.56 -4.47
H -2.43 4.97 -5.92
C 5.69 -3.90 -5.35
C 4.51 -2.98 -5.59
O 4.77 -1.84 -4.82
H 5.57 -4.79 -5.96
H 5.81 -4.09 -4.29
H 6.67 -3.60 -5.73
H 3.54 -3.33 -5.24
H 4.38 -2.63 -6.62
H 5.50 -1.39 -5.26
O -4.25 -3.20 1.85
H -4.23 -4.03 2.33
H -5.00 -2.73 2.22
O 0.02 -1.69 0.11
H 0.01 -1.83 -0.84
H -0.90 -1.75 0.37
O 4.38 0.49 0.39
H 3.66 -0.13 0.34
H 4.67 0.60 -0.51
O 1.15 -6.01 1.75
H 1.41 -5.11 1.54
H 1.97 -6.44 1.99
O -3.61 -3.19 -4.51
H -3.96 -3.67 -5.25
H -3.84 -3.72 -3.75
O 0.53 -4.63 6.41
H 0.30 -4.76 5.49
H 0.14 -5.37 6.87
O 2.03 -7.32 -2.85
H 2.77 -7.90 -2.68
H 1.58 -7.25 -2.01
*
```

Its HOMO-LUMO gap is 10.151 eV. Its energy relative to the best compared isomer or geometry (same formula, charge and spin) is 247.0 kJ/mol. The lowest unoccupied orbital energy is 0.24 eV. As for the SMILES: CCO.CCO.CCO.CCO.O.O.O.O.O.O.O.

Results of the natural (NBO) charge analysis, in e, for atoms 1 through 2: -0.631 -0.057

***

The following is a quantum chemistry calculation of C8H3NO3S in the gas phase, from the OMol25 dataset.

```
! RIJCOSX wB97M-V def2-TZVPD def2/J DEFGRID3
* xyz 0 1
C 2.27 0.01 0.00
C 1.45 -1.12 0.03
C 1.78 1.31 -0.02
C -0.38 0.35 0.05
C 0.08 -0.94 0.05
C 0.40 1.49 0.00
C -2.13 1.87 -0.02
C -2.20 -1.61 -0.03
N -1.71 0.65 0.06
O -2.65 -0.36 0.08
O -2.99 -2.49 -0.14
O -0.89 -1.92 0.02
S -0.70 2.86 -0.05
H 3.34 -0.13 -0.02
H 1.87 -2.11 0.02
H 2.45 2.16 -0.05
*
```

Its HOMO-LUMO gap is 9.860 eV. The lowest unoccupied orbital energy is 0.33 eV.

Results of the natural (NBO) charge analysis, in e, for atoms 1 through 2: -0.183 -0.271

***

The following is a quantum chemistry calculation of C8H40AgB2N16O8 as an isolated structure, from the OMol25 dataset.

```
! RIJCOSX wB97M-V def2-TZVPD def2/J DEFGRID3
* xyz 0 2
Ag -0.16 0.05 -2.44
B 1.47 -1.42 -3.28
H 2.45 -1.78 -3.57
H 0.97 -2.21 -2.74
H 1.76 -0.64 -2.59
H 0.93 -1.14 -4.16
B -0.02 -0.76 -0.23
H -1.08 -0.65 -0.44
H 0.26 -1.43 -1.03
H 0.30 0.26 -0.28
H 0.07 -1.19 0.76
C -2.80 -1.89 -3.38
O -1.87 -1.15 -3.14
N -3.64 -1.67 -4.36
N -2.87 -3.15 -3.10
H -4.24 -2.42 -4.66
H -3.78 -0.72 -4.66
H -2.33 -3.48 -2.31
H -3.77 -3.59 -3.26
C 3.50 3.49 1.42
O 2.70 4.31 1.72
N 3.22 2.41 0.82
N 4.75 3.58 1.67
H 4.00 1.98 0.34
H 2.27 2.36 0.47
H 5.19 4.39 2.08
H 5.27 2.72 1.59
C -2.66 2.39 -2.07
O -1.86 1.54 -1.75
N -3.92 2.18 -1.92
N -2.38 3.42 -2.69
H -4.61 2.72 -2.42
H -4.12 1.43 -1.27
H -3.17 3.97 -3.00
H -1.47 3.85 -2.64
C -0.43 1.62 2.30
O -1.39 1.74 1.62
N 0.32 0.60 2.22
N -0.26 2.35 3.35
H 0.18 -0.02 1.44
H 1.30 0.80 2.36
H -1.09 2.67 3.82
H 0.57 2.33 3.93
C -3.54 -2.53 0.93
O -3.76 -2.86 -0.17
N -2.80 -1.56 1.28
N -4.24 -3.06 1.93
H -2.04 -1.22 0.71
H -2.77 -1.41 2.28
H -3.99 -2.86 2.89
H -5.06 -3.64 1.81
C 1.10 3.08 -1.80
O 1.08 1.92 -2.12
N 0.58 3.63 -0.76
N 1.59 3.98 -2.60
H 0.95 4.50 -0.41
H -0.05 3.07 -0.20
H 1.51 4.94 -2.28
H 1.88 3.57 -3.48
C 0.68 -2.48 4.46
O 0.66 -3.45 5.27
N 0.53 -2.60 3.16
N 0.62 -1.24 4.89
H 0.05 -3.49 3.07
H 0.36 -1.96 2.40
H 0.85 -0.90 5.81
H 0.60 -0.63 4.08
C 3.41 -2.93 0.04
O 3.42 -3.03 -1.17
N 4.40 -3.27 0.71
N 2.53 -2.39 0.71
H 4.40 -3.02 1.69
H 5.21 -3.66 0.26
H 2.49 -2.51 1.71
H 1.79 -1.81 0.34
*
```

Its HOMO-LUMO gap (spin up / spin down) is 8.476 / 6.136 eV. The lowest unoccupied orbital energy (spin up / spin down) is 0.13 / -2.20 eV. The expectation value of S² is 0.755.

Results of the Löwdin charge analysis, in e, for atoms 1 through 2: 0.966 -0.359

***

The following is a quantum chemistry calculation of a 14-piece molecular cluster, C8H44O18 overall, from the OMol25 dataset.

```
! RIJCOSX wB97M-V def2-TZVPD def2/J DEFGRID3
* xyz 0 1
O -24.93 12.10 15.65
H -25.01 11.27 15.18
H -25.00 11.96 16.60
O -25.14 11.94 18.20
H -24.96 11.74 19.14
H -25.48 12.87 18.18
O -26.78 7.00 17.35
H -26.82 7.98 17.36
H -27.42 6.64 17.95
O -25.65 7.09 15.02
H -24.75 7.42 15.10
H -25.86 6.90 15.92
O -24.73 7.11 19.14
H -25.63 7.22 18.80
H -24.40 6.39 18.66
O -29.49 7.60 12.99
H -30.35 7.85 12.58
H -29.37 8.28 13.66
O -26.37 8.46 12.78
H -26.57 7.79 13.52
H -26.92 9.20 12.96
O -24.13 10.36 13.74
H -23.52 9.75 14.12
H -24.85 9.85 13.35
O -26.93 11.18 12.83
H -26.48 11.53 12.06
H -27.75 11.65 12.96
O -29.61 12.00 13.52
H -29.88 11.60 12.72
H -29.35 12.79 13.20
C -23.62 9.08 16.90
C -22.57 8.11 16.36
O -22.92 7.89 14.98
O -23.18 9.26 18.21
H -24.50 8.46 16.83
H -23.77 10.01 16.30
H -22.43 7.15 16.83
H -21.61 8.64 16.45
H -22.28 7.29 14.67
H -23.60 8.52 18.68
C -23.86 9.28 21.39
C -24.88 10.35 21.15
O -24.24 11.52 20.66
O -24.55 8.15 21.65
H -23.31 9.71 22.24
H -23.12 9.24 20.60
H -25.55 10.56 22.09
H -25.60 10.09 20.31
H -23.64 11.73 21.38
H -24.72 7.72 20.83
C -28.59 4.72 15.27
C -30.16 5.03 15.35
O -30.66 5.28 14.11
O -28.13 4.26 16.52
H -28.16 5.68 14.98
H -28.22 4.10 14.50
H -30.35 5.93 15.99
H -30.67 4.26 15.84
H -30.04 5.79 13.66
H -28.64 3.41 16.68
C -27.22 10.04 16.25
C -28.45 9.25 15.82
O -28.75 9.67 14.50
O -26.83 9.65 17.58
H -27.33 11.16 16.13
H -26.35 9.67 15.70
H -29.32 9.35 16.40
H -28.28 8.20 15.78
H -29.12 10.53 14.39
H -26.36 10.39 17.96
*
```

Its HOMO-LUMO gap is 9.521 eV. Its energy relative to the best compared isomer or geometry (same formula, charge and spin) is 121.5 kJ/mol. The lowest unoccupied orbital energy is -0.05 eV.

Results of the natural (NBO) charge analysis, in e, for atoms 1 through 2: -0.996 0.487

***

The following is a quantum chemistry calculation of C8H47NO24S3 as an isolated structure, from the OMol25 dataset.

```
! RIJCOSX wB97M-V def2-TZVPD def2/J DEFGRID3
* xyz 0 1
O 5.13 -1.24 -0.89
O -2.52 1.09 -2.54
O -0.58 2.42 -3.07
N 2.35 1.02 -2.02
O 2.99 -0.50 -0.34
S 3.80 0.40 -2.53
S -1.83 0.83 0.36
C 4.09 -0.59 -1.15
C 2.07 0.35 -0.91
C 0.59 0.46 1.18
C 0.70 0.59 -0.23
C -0.73 0.53 1.64
C -0.54 0.87 -0.77
C -1.04 0.39 3.08
C -0.45 -0.25 -3.38
S -1.06 1.12 -2.49
H 1.49 0.16 1.76
H -0.27 0.98 3.68
H -0.93 -0.66 3.31
H -2.06 0.81 3.36
H -1.13 -1.03 -3.20
H -0.36 -0.02 -4.48
H 0.62 -0.50 -3.07
O 6.57 1.71 -3.44
H 6.72 2.34 -4.22
H 6.72 0.76 -3.77
O 3.21 -3.79 -1.40
H 2.29 -3.70 -0.97
H 3.85 -4.13 -0.69
O -3.96 2.76 -4.67
H -4.26 3.09 -5.58
H -4.35 1.84 -4.53
O -3.37 -1.70 0.89
H -4.02 -2.20 0.30
H -3.80 -1.54 1.79
O 0.53 4.75 -3.74
H -0.08 3.95 -3.57
H -0.02 5.46 -4.22
O 2.25 -2.03 2.37
H 1.86 -1.70 3.24
H 1.97 -3.00 2.25
O -2.26 -2.51 5.16
H -1.73 -3.16 4.60
H -2.55 -2.98 6.01
O -4.86 2.52 2.54
H -4.22 3.30 2.50
H -5.80 2.89 2.63
O -2.68 4.04 -1.65
H -3.08 4.86 -2.09
H -2.48 3.36 -2.38
O -4.55 1.09 4.93
H -3.68 0.86 5.39
H -4.33 1.40 3.99
O -2.36 -0.09 6.26
H -2.51 -0.95 5.75
H -2.44 -0.30 7.25
O -5.07 0.20 -2.06
H -4.09 0.39 -2.22
H -5.33 0.58 -1.16
O 5.46 0.65 1.85
H 5.28 -0.34 1.93
H 6.37 0.77 1.43
O 2.54 -2.48 -3.84
H 2.05 -3.18 -4.38
H 2.98 -2.95 -3.05
O -0.66 -3.72 -2.71
H -0.98 -4.64 -2.44
H -0.73 -3.64 -3.72
O 1.52 -1.21 5.49
H 1.24 -1.90 6.17
H 1.56 -0.31 5.95
O 0.68 -2.94 -0.58
H 0.10 -3.10 -1.39
H 1.26 -2.13 -0.76
O -1.37 2.66 6.03
H -2.00 3.01 6.73
H -1.53 1.66 5.93
O 7.61 -2.42 -1.40
H 6.75 -2.09 -0.99
H 7.75 -3.38 -1.10
O -1.57 1.78 -6.24
H -0.85 2.48 -6.39
H -1.88 1.85 -5.27
*
```

Its HOMO-LUMO gap is 8.400 eV. The lowest unoccupied orbital energy is -0.61 eV.

Results of the Löwdin charge analysis, in e, for atoms 1 through 2: -0.010 -0.381

***

The following is a quantum chemistry calculation of C8H4Br4 as an isolated structure, from the OMol25 dataset.

```
! RIJCOSX wB97M-V def2-TZVPD def2/J DEFGRID3
* xyz 0 1
C 0.04 0.27 0.88
C 0.69 -0.07 -0.33
C -1.25 0.70 0.85
C 0.03 0.05 -1.50
C -1.90 0.67 -0.38
C -1.31 0.37 -1.52
C -3.34 1.17 -1.51
C -2.26 0.86 -2.65
Br -4.64 -0.20 -1.52
Br -3.99 2.87 -1.21
Br -2.75 -0.18 -4.23
Br -1.52 2.70 -3.30
H 0.53 0.24 1.86
H 1.71 -0.08 -0.27
H -1.78 1.09 1.73
H 0.43 -0.08 -2.52
*
```

Its HOMO-LUMO gap is 9.547 eV. The lowest unoccupied orbital energy is -0.16 eV.

Results of the natural (NBO) charge analysis, in e, for atoms 1 through 2: -0.170 -0.214

***

| no. | energy (eV) |
| --- | --- |
| 1 | -31432.1325 |
| 2 | -26809.4270 |
| 3 | -54512.3148 |
| 4 | -45862.0314 |
| 5 | -92191.4262 |
| 6 | -288527.5910 |